Molecular formula: C3H4N2
Method: DFT, the ωB97M-V functional and the def2-TZVPD basis

```
9
Properties=species:S:1:pos:R:3:forces:R:3:mulliken_charge:R:1
C -0.148 -1.504 0.135 0.44 -1.44 0.13 0.061
C -0.354 0.036 -0.010 0.15 -3.27 -0.50 0.535
C 0.593 1.151 -0.013 -2.52 2.97 0.15 -1.031
N -1.382 -1.756 -0.111 0.98 0.98 0.05 -0.328
N -1.589 -0.200 -0.324 0.59 1.05 0.36 -0.423
H 0.654 -2.326 0.276 -1.14 1.54 -0.04 0.293
H 1.598 0.994 -0.378 -0.11 -0.32 -0.21 0.303
H 0.616 1.628 0.985 0.38 -0.59 -0.09 0.283
H 0.012 1.976 -0.560 1.25 -0.92 0.15 0.306
```
Forces are in eV/Å.

Its relative energy (zero: lowest compared OMol25 entry of this formula, charge and spin) is 408.2 kJ/mol. The SMILES is CC1=CN=N1. The calculation puts the largest force on an atom at 3.90 eV/A. The calculation puts the frontier orbital gap at 9.5 eV. For the HOMO energy, the calculation gives -9.70 eV. Its charge is 0. Its lowest unoccupied orbital energy is -0.2 eV.